[1]
This record from the OMol25 dataset describes C4H4OS in the gas phase. The level of theory is ωB97M-V/def2-TZVPD.

The HOMO energy is -8.629 eV. The calculation puts the relative energy (zero: lowest compared OMol25 entry of this formula, charge and spin) at 0.754 eV. The value obtained for the HOMO-LUMO gap is 0.30866 Ha.

ORCA input file:
```
! RIJCOSX wB97M-V def2-TZVPD def2/J DEFGRID3
* xyz 0 1
C 0.445 0.175 1.248
C 0.591 0.092 -1.068
C -0.813 -0.211 -0.620
C -0.925 -0.130 0.757
H 1.080 -0.743 -1.625
H 0.723 0.954 -1.731
H -1.646 -0.514 -1.260
H -1.780 -0.331 1.390
O 1.260 0.257 0.169
S 1.065 0.451 2.741
*
```


[2]
This record from the OMol25 dataset describes a molecular structure, C4H4OS. The level of theory is ωB97M-V/def2-TZVPD.

The HOMO energy is -8.532 eV. The calculation puts the relative energy (zero: lowest compared OMol25 entry of this formula, charge and spin) at 4.255 eV. The value obtained for the HOMO-LUMO gap is 0.32900 Ha.

ORCA input file:
```
! RIJCOSX wB97M-V def2-TZVPD def2/J DEFGRID3
* xyz 0 1
C 0.637 -0.072 0.168
C -1.290 1.139 0.219
C -1.951 -0.133 -0.086
C -2.378 -1.339 -0.103
H -0.286 -0.980 0.551
H -1.282 1.562 1.213
H -1.790 1.967 -0.349
H -2.858 -2.274 0.098
O 0.050 1.010 -0.341
S 2.232 -0.371 0.002
*
```


[3]
This record from the OMol25 dataset describes C4H4OS2 in the gas phase. The level of theory is ωB97M-V/def2-TZVPD.

The HOMO energy (spin up / spin down) is -7.844 / -7.844 eV. The calculation puts the relative energy (zero: lowest compared OMol25 entry of this formula, charge and spin) at 3.086 eV. The value obtained for the HOMO-LUMO gap (spin up / spin down) is 0.25475 / 0.25479 Ha.

ORCA input file:
```
! RIJCOSX wB97M-V def2-TZVPD def2/J DEFGRID3
* xyz 0 1
C -1.492 -0.244 -0.242
C -0.598 -1.192 -0.670
C -1.048 0.963 0.435
C 0.719 -0.877 -0.582
O 0.109 1.225 0.677
S 3.134 0.152 0.848
S 2.135 -0.361 -1.085
H -2.566 -0.348 -0.318
H -0.863 -2.125 -1.027
H -1.909 1.465 0.869
H 2.379 1.341 1.095
*
```


[4]
This record from the OMol25 dataset describes 2 unconnected molecules or ions with the total composition C4H4OS2. The level of theory is ωB97M-V/def2-TZVPD.

The HOMO energy (spin up / spin down) is -8.681 / -8.961 eV. The calculation puts the relative energy (zero: lowest compared OMol25 entry of this formula, charge and spin) at 2.297 eV. The value obtained for the HOMO-LUMO gap (spin up / spin down) is 0.25009 / 0.24962 Ha.

ORCA input file:
```
! RIJCOSX wB97M-V def2-TZVPD def2/J DEFGRID3
* xyz 0 1
C -1.559 0.051 0.080
C -0.442 0.774 -0.321
C -1.151 -0.772 1.103
C 0.587 0.388 0.524
O 0.143 -0.588 1.375
S 3.030 -0.371 -1.790
S 2.174 0.882 0.607
H -2.681 0.035 -0.259
H -0.295 1.578 -1.114
H -1.521 -1.508 1.664
H 1.715 -0.469 -1.868
*
```


[5]
This record from the OMol25 dataset describes C4H4S in the gas phase. The level of theory is ωB97M-V/def2-TZVPD.

The HOMO energy is -8.865 eV. The calculation puts the relative energy (zero: lowest compared OMol25 entry of this formula, charge and spin) at 2.763 eV. The value obtained for the HOMO-LUMO gap is 0.29608 Ha.

ORCA input file:
```
! RIJCOSX wB97M-V def2-TZVPD def2/J DEFGRID3
* xyz 0 1
C 1.048 0.869 1.245
C 0.207 0.190 0.104
C -0.442 -0.406 -0.683
C -1.273 -1.097 -1.483
H 1.906 1.562 0.930
H 1.459 0.079 1.965
H 0.413 1.546 1.757
H -1.619 -1.908 -0.805
S -1.699 -0.835 -3.031
*
```


[6]
This record from the OMol25 dataset describes C4H4S in the gas phase. The level of theory is ωB97M-V/def2-TZVPD.

The HOMO energy is -8.612 eV. The calculation puts the relative energy (zero: lowest compared OMol25 entry of this formula, charge and spin) at 3.728 eV. The value obtained for the HOMO-LUMO gap is 0.30668 Ha.

ORCA input file:
```
! RIJCOSX wB97M-V def2-TZVPD def2/J DEFGRID3
* xyz 0 1
C -1.311 0.471 0.323
C -0.686 0.793 -0.760
C 1.010 -0.876 0.067
C 0.198 0.376 0.387
S 2.412 -1.293 0.695
H -2.193 0.108 0.664
H -0.735 0.863 -1.893
H 0.409 -1.666 -0.451
H 0.896 1.224 0.967
*
```


[7]
This record from the OMol25 dataset describes 2 unconnected molecules or ions with the total composition C4H4S. The level of theory is ωB97M-V/def2-TZVPD.

The HOMO energy is -7.408 eV. The calculation puts the relative energy (zero: lowest compared OMol25 entry of this formula, charge and spin) at 8.504 eV. The value obtained for the HOMO-LUMO gap is 0.22457 Ha.

ORCA input file:
```
! RIJCOSX wB97M-V def2-TZVPD def2/J DEFGRID3
* xyz 0 1
C -1.122 -0.417 0.181
C 0.965 -0.750 0.312
C -2.297 -0.881 -0.068
C 1.698 0.472 0.139
S -2.379 0.908 -0.233
H -2.826 -1.725 -0.218
H 2.060 0.524 -0.896
H 2.666 0.389 0.478
H 1.237 1.480 0.304
*
```


[8]
This record from the OMol25 dataset describes C4H4S2 in the gas phase. The level of theory is ωB97M-V/def2-TZVPD.

The HOMO energy is -7.874 eV. The calculation puts the relative energy (zero: lowest compared OMol25 entry of this formula, charge and spin) at 0.805 eV. The value obtained for the HOMO-LUMO gap is 0.31987 Ha.

ORCA input file:
```
! RIJCOSX wB97M-V def2-TZVPD def2/J DEFGRID3
* xyz 0 1
C -0.735 -1.313 -0.056
C 0.605 -1.351 -0.024
C 0.667 1.312 -0.045
C -0.653 1.333 -0.051
H -1.228 -2.154 0.385
H 1.208 -2.127 0.370
H 1.317 2.168 0.233
H -1.125 2.215 0.392
S -1.664 -0.015 -0.600
S 1.608 -0.067 -0.604
*
```


[9]
This record from the OMol25 dataset describes 2 unconnected molecules or ions with the total composition C4H4S2. The level of theory is ωB97M-V/def2-TZVPD.

The HOMO energy is -9.574 eV. The calculation puts the relative energy (zero: lowest compared OMol25 entry of this formula, charge and spin) at 2.139 eV. The value obtained for the HOMO-LUMO gap is 0.34487 Ha.

ORCA input file:
```
! RIJCOSX wB97M-V def2-TZVPD def2/J DEFGRID3
* xyz 0 1
C 0.893 0.038 1.781
C 0.918 0.124 0.587
C -2.323 0.009 -0.022
C 1.068 -0.097 -0.806
S -2.326 1.561 -0.205
S -2.385 -1.534 -0.204
H 0.659 0.314 2.754
H 1.163 -1.059 -1.148
H 1.973 0.222 -1.239
H 0.360 0.421 -1.498
*
```


[10]
This record from the OMol25 dataset describes a molecular structure, C4H5AgLiO5. The level of theory is ωB97M-V/def2-TZVPD.

The HOMO energy (spin up / spin down) is -20.900 / -20.899 eV. The calculation puts the relative energy (zero: lowest compared OMol25 entry of this formula, charge and spin) at 1.435 eV. The value obtained for the HOMO-LUMO gap (spin up / spin down) is 0.32206 / 0.11337 Ha.

ORCA input file:
```
! RIJCOSX wB97M-V def2-TZVPD def2/J DEFGRID3
* xyz 3 3
O 2.411 1.327 -2.053
C 2.434 0.940 -0.870
O 3.318 1.063 -0.049
O 1.180 0.394 -0.454
C -0.638 0.198 1.040
C 0.678 0.722 0.694
Li 4.998 1.836 -0.434
H -1.000 0.617 1.985
H -1.327 0.631 0.293
H 0.007 -0.744 1.411
H 1.038 1.655 1.141
Ag 1.421 1.392 -3.702
O -2.261 -1.706 0.287
C -3.356 -2.122 0.545
O -3.988 -3.068 -0.059
H -4.914 -3.136 0.224
*
```


[11]
This record from the OMol25 dataset describes a molecular structure, C4H5BaO2. The level of theory is ωB97M-V/def2-TZVPD.

The HOMO energy (spin up / spin down) is -6.590 / -6.587 eV. The calculation puts the relative energy (zero: lowest compared OMol25 entry of this formula, charge and spin) at 2.469 eV. The value obtained for the HOMO-LUMO gap (spin up / spin down) is 0.23306 / 0.22136 Ha.

ORCA input file:
```
! RIJCOSX wB97M-V def2-TZVPD def2/J DEFGRID3
* xyz 0 2
H -2.944 -2.091 -1.789
O 0.716 -1.222 -1.172
C 1.421 0.477 0.204
C 0.631 0.952 1.045
C 1.762 -0.385 -0.809
C -0.695 1.280 1.586
O -1.640 0.661 0.806
Ba -1.634 -0.825 -0.736
H 0.959 -1.873 -1.840
H -0.756 1.067 2.670
H 2.679 -0.456 -1.387
H -0.499 2.417 1.422
*
```


[12]
This record from the OMol25 dataset describes a molecular structure, C4H5BeF3N2NaO8. The level of theory is ωB97M-V/def2-TZVPD.

The HOMO energy is -13.744 eV. The value obtained for the HOMO-LUMO gap is 0.19578 Ha.

ORCA input file:
```
! RIJCOSX wB97M-V def2-TZVPD def2/J DEFGRID3
* xyz 1 1
Na -26.478 18.816 -15.537
Be -21.925 19.088 -15.999
N -24.101 18.554 -17.311
O -25.187 18.332 -17.799
O -24.068 19.244 -16.255
O -23.011 18.166 -17.747
N -23.746 18.031 -13.853
O -23.027 19.005 -13.602
O -23.221 17.202 -14.603
O -24.938 18.037 -13.662
C -24.851 14.085 -15.104
C -25.829 15.127 -14.776
O -27.171 14.732 -15.102
C -28.069 15.721 -15.502
O -27.946 16.909 -15.480
C -29.398 15.062 -16.017
F -29.573 15.317 -17.328
F -29.446 13.739 -15.813
F -30.450 15.634 -15.413
H -24.002 14.226 -14.437
H -24.611 14.232 -16.157
H -25.353 13.124 -14.990
H -25.576 16.008 -15.368
H -25.769 15.424 -13.728
*
```


Copy entry 7 word for word.
This record from the OMol25 dataset describes 2 unconnected molecules or ions with the total composition C4H4S. The level of theory is ωB97M-V/def2-TZVPD.

The HOMO energy is -7.408 eV. The calculation puts the relative energy (zero: lowest compared OMol25 entry of this formula, charge and spin) at 8.504 eV. The value obtained for the HOMO-LUMO gap is 0.22457 Ha.

ORCA input file:
```
! RIJCOSX wB97M-V def2-TZVPD def2/J DEFGRID3
* xyz 0 1
C -1.122 -0.417 0.181
C 0.965 -0.750 0.312
C -2.297 -0.881 -0.068
C 1.698 0.472 0.139
S -2.379 0.908 -0.233
H -2.826 -1.725 -0.218
H 2.060 0.524 -0.896
H 2.666 0.389 0.478
H 1.237 1.480 0.304
*
```